# 1
90
Properties=species:S:1:pos:R:3 method="wB97M-V/def2-TZVPD" s_squared=0.797 homo_ev="-2.930 / -2.912" e_above_lowest_kj_mol=199.3 e_tot_ev=-147219.6141 multiplicity=2 lumo_energy_ev="4.061 / 1.933" mol_weight_g_mol=951.59 charge=-2
Y -0.23 0.32 0.71
O -1.06 -0.53 -1.42
C -0.59 -0.61 -2.58
C -1.47 -0.57 -3.72
C -0.97 -0.54 -4.98
C 0.43 -0.57 -5.18
C 1.31 -0.65 -4.12
C 0.84 -0.69 -2.82
C 1.72 -0.89 -1.67
N 2.95 -0.56 -1.66
C 3.59 -0.83 -0.38
C 3.56 0.40 0.55
N 2.35 1.20 0.41
C 2.56 2.45 0.28
C 1.60 3.50 -0.03
C 2.01 4.83 0.14
C 1.20 5.89 -0.22
C -0.05 5.60 -0.79
C -0.46 4.31 -1.00
C 0.34 3.21 -0.61
O -0.06 2.00 -0.80
H -2.53 -0.55 -3.51
H -1.63 -0.51 -5.83
H 0.81 -0.56 -6.20
H 2.38 -0.71 -4.28
H 1.28 -1.36 -0.80
H 4.63 -1.10 -0.56
H 3.10 -1.67 0.12
H 4.44 1.02 0.37
H 3.62 0.02 1.58
H 3.59 2.82 0.37
H 2.98 5.02 0.57
H 1.52 6.91 -0.06
H -0.70 6.42 -1.08
H -1.43 4.09 -1.43
C -3.17 0.64 8.06
C -2.67 1.12 6.72
C -1.88 0.30 5.93
C -1.44 0.72 4.68
C -1.81 1.98 4.22
C -2.59 2.82 5.00
C -3.03 2.38 6.25
S -1.24 2.54 2.63
O 0.10 1.92 2.47
O -1.20 3.99 2.71
N -2.13 1.96 1.50
C -3.33 1.20 1.80
C -3.03 -0.27 2.18
O -3.87 -0.91 2.80
O -1.87 -0.69 1.80
H -2.50 -0.11 8.48
H -4.16 0.17 7.96
H -3.26 1.46 8.77
H -1.59 -0.68 6.28
H -0.83 0.08 4.07
H -2.84 3.80 4.64
H -3.64 3.03 6.86
H -3.95 1.17 0.90
H -3.94 1.63 2.60
F 0.16 -3.83 -1.82
As 0.22 -4.80 -3.27
F 0.74 -6.17 -2.34
F 1.88 -4.33 -3.50
F 0.29 -5.75 -4.72
F -0.30 -3.41 -4.20
F -1.44 -5.26 -3.04
N 1.12 -1.19 1.74
C 1.80 -1.90 2.51
C 2.48 -3.16 2.02
C 3.74 -3.55 2.48
C 4.40 -4.63 1.91
C 3.80 -5.33 0.87
C 2.54 -4.96 0.41
C 1.89 -3.87 0.98
C 2.02 -1.52 3.96
C 2.10 -2.48 4.97
C 2.21 -2.09 6.30
C 2.26 -0.75 6.64
C 2.18 0.21 5.64
C 2.06 -0.17 4.31
H 4.21 -2.99 3.28
H 5.38 -4.91 2.26
H 4.32 -6.17 0.42
H 2.07 -5.49 -0.41
H 0.93 -3.56 0.61
H 2.06 -3.53 4.71
H 2.25 -2.85 7.08
H 2.34 -0.45 7.68
H 2.20 1.27 5.89
H 1.95 0.57 3.53

# 2
40
Properties=species:S:1:pos:R:3 method="wB97M-V/def2-TZVPD" homo_ev="-14.761 / -14.760" e_above_lowest_kj_mol=0.0 e_tot_ev=-374321.0945 lumo_energy_ev="-9.011 / -9.015" mol_weight_g_mol=745.76 charge=+2
Mn -0.65 0.83 0.91
Se 1.01 -3.50 -0.54
Sb 1.97 -1.81 0.70
Se 0.44 1.30 -0.76
Se 0.05 -0.70 2.28
Se 3.89 -0.68 1.26
N -1.37 2.05 1.66
C -1.82 3.26 1.99
C -1.62 4.36 1.11
C -2.09 5.59 1.47
C -2.74 5.75 2.70
C -2.94 4.68 3.57
C -2.48 3.43 3.23
H -1.10 4.19 0.17
H -1.94 6.45 0.82
H -3.10 6.73 2.98
H -3.44 4.84 4.52
H -2.60 2.58 3.89
C -3.79 -1.02 2.28
C -4.07 -0.04 1.15
As -2.64 0.09 -0.16
C -3.21 1.35 -1.52
C -4.71 1.33 -1.81
C -2.34 -1.65 -0.94
C -3.59 -2.22 -1.62
H -4.67 -1.10 2.92
H -2.96 -0.69 2.91
H -3.56 -2.02 1.91
H -4.26 0.97 1.51
H -4.95 -0.35 0.57
H -2.61 1.10 -2.41
H -2.88 2.34 -1.19
H -5.06 0.35 -2.11
H -4.92 2.02 -2.62
H -5.28 1.66 -0.94
H -1.99 -2.29 -0.13
H -1.51 -1.53 -1.64
H -4.43 -2.30 -0.93
H -3.36 -3.23 -1.98
H -3.89 -1.63 -2.48

# 3
49
Properties=species:S:1:pos:R:3 method="wB97M-V/def2-TZVPD" s_squared=24.762 homo_ev="-11.595 / -15.369" e_tot_ev=-91914.1176 multiplicity=10 lumo_energy_ev="-6.852 / -7.454" mol_weight_g_mol=359.04 charge=+2
Fe 0.93 1.77 0.11
Fe -1.43 -0.82 -1.76
O -0.30 0.32 -0.57
H -0.11 -0.34 0.12
C -1.87 -0.14 -5.38
C -1.60 1.00 -4.48
O -1.06 0.59 -3.26
H -1.01 -0.67 -5.79
H -2.46 0.21 -6.23
H -2.53 -0.92 -4.99
H -2.53 1.56 -4.38
H -0.93 1.72 -4.95
H -0.54 1.32 -2.92
C -3.05 -3.39 1.36
C -1.95 -2.36 1.43
O -1.20 -2.32 0.24
H -3.40 -3.57 2.38
H -2.72 -4.25 0.77
H -3.97 -3.08 0.87
H -1.23 -2.75 2.15
H -2.35 -1.38 1.70
H -0.52 -2.99 0.20
C -2.38 1.82 2.35
C -1.72 2.75 1.30
O -0.26 2.76 1.55
H -2.35 0.76 2.07
H -3.47 1.91 2.39
H -1.94 1.94 3.33
H -2.12 3.75 1.40
H -2.06 2.34 0.35
H -0.06 3.32 2.31
C 1.70 -1.59 2.97
C 0.99 -0.26 2.77
O 1.78 0.60 1.90
H 2.07 -2.02 2.04
H 1.02 -2.28 3.46
H 2.53 -1.40 3.66
H 0.80 0.32 3.67
H 0.03 -0.43 2.28
H 2.62 0.75 2.33
C 5.08 0.82 -1.45
C 4.02 0.44 -0.41
O 2.65 0.78 -0.74
H 5.13 0.06 -2.23
H 6.05 0.94 -0.97
H 4.92 1.82 -1.85
H 4.21 0.97 0.52
H 4.23 -0.59 -0.14
H 2.37 0.22 -1.46

# 4
10
Properties=species:S:1:pos:R:3 method="wB97M-V/def2-TZVPD" homo_ev=-9.600 e_above_lowest_kj_mol=178.7 e_tot_ev=-19233.9224 lumo_energy_ev=0.125 mol_weight_g_mol=105.52 smiles="NC(=O)/C=C/Cl"
C -0.86 -0.73 0.00
C -0.08 0.20 -0.89
C 0.66 1.30 -0.30
H 0.75 -0.96 1.10
H -0.88 -1.64 1.90
H -0.18 0.14 -1.96
H 0.99 1.49 0.60
N -0.25 -1.15 1.08
O -1.98 -0.85 -0.14
Cl 1.82 2.21 -1.39

# 5
9
Properties=species:S:1:pos:R:3 method="wB97M-V/def2-TZVPD" homo_ev=-16.867 e_above_lowest_kj_mol=69.2 e_tot_ev=-4664.0494 lumo_energy_ev=-5.726 mol_weight_g_mol=48.07 charge=+1
C 0.18 1.47 -0.24
N 0.84 0.44 0.09
H -0.70 1.27 -0.84
H 0.55 2.56 -0.32
H 1.85 0.43 0.21
H 0.37 -0.46 0.32
H -0.47 -2.34 -0.11
H -1.59 -1.82 0.82
O -1.03 -1.56 0.08

# 6
58
Properties=species:S:1:pos:R:3 method="wB97M-V/def2-TZVPD" s_squared=2.047 homo_ev="-0.130 / -2.984" e_above_lowest_kj_mol=14.7 e_tot_ev=-81718.2760 multiplicity=3 lumo_energy_ev="4.261 / 4.262" mol_weight_g_mol=599.35 charge=-2
V 0.16 -0.21 -0.19
O 0.75 -0.08 3.92
C 1.00 -0.07 2.72
O 0.10 -0.05 1.81
C 2.47 -0.08 2.30
C 3.36 -0.10 3.34
C 4.74 -0.10 3.12
C 5.24 -0.06 1.84
C 4.37 -0.03 0.77
C 2.93 -0.05 0.93
O 2.17 -0.05 -0.07
N 5.01 0.00 -0.55
O 6.24 -0.05 -0.58
O 4.32 0.09 -1.54
N 5.66 -0.13 4.23
O 5.20 -0.18 5.37
O 6.86 -0.13 4.00
H 2.96 -0.12 4.34
H 6.30 -0.05 1.65
O 0.19 -0.08 -2.23
C 0.14 0.97 -2.99
C 0.01 2.32 -2.61
C -0.09 3.33 -3.59
C -0.23 4.67 -3.22
C -0.27 5.06 -1.89
C -0.17 4.08 -0.91
C -0.02 2.72 -1.22
O 0.07 1.84 -0.28
N -0.34 5.68 -4.25
O -0.47 6.85 -3.92
O -0.32 5.33 -5.43
H 0.20 0.78 -4.06
H -0.06 3.08 -4.64
H -0.38 6.11 -1.64
H -0.18 4.34 0.15
C -2.68 0.08 -1.39
N -2.07 0.01 -0.04
C -2.60 -1.19 0.65
N -4.06 -1.15 0.75
C -4.61 -1.05 -0.60
N -4.14 0.13 -1.31
C -4.51 1.31 -0.52
N -3.96 1.27 0.83
C -2.50 1.21 0.73
C -4.44 0.06 1.49
H -2.36 -0.80 -1.95
H -2.30 0.97 -1.90
H -2.15 -1.23 1.64
H -2.29 -2.07 0.09
H -5.70 -1.02 -0.54
H -4.31 -1.94 -1.16
H -5.60 1.36 -0.46
H -4.14 2.20 -1.03
H -2.05 1.15 1.72
H -2.13 2.10 0.22
H -5.53 0.10 1.56
H -4.01 0.00 2.49
O -0.02 -1.80 -0.27

# 7
18
Properties=species:S:1:pos:R:3 method="wB97M-V/def2-TZVPD" homo_ev=-9.227 e_above_lowest_kj_mol=202.9 e_tot_ev=-13321.3799 lumo_energy_ev=0.541 mol_weight_g_mol=140.15 smiles="Cc1cc(C(=O)NN)[nH]n1"
C -3.41 0.28 0.03
C -1.92 0.10 -0.07
C -0.87 0.96 0.10
C 0.28 0.27 -0.08
C 1.64 0.88 -0.17
H -3.83 0.06 1.01
H -3.65 1.34 -0.12
H -3.97 -0.39 -0.67
H -0.76 2.00 0.21
H 0.56 -1.81 -0.06
H 3.62 0.59 -0.16
H 3.42 -1.80 -0.33
H 3.25 -1.21 1.12
N -0.11 -1.01 -0.22
N -1.48 -1.16 -0.35
N 2.76 0.07 -0.32
N 2.78 -1.25 0.22
O 1.71 2.07 -0.13

# 8
20
Properties=species:S:1:pos:R:3 method="wB97M-V/def2-TZVPD" homo_ev=-9.163 e_above_lowest_kj_mol=0.0 e_tot_ev=-85171.5850 lumo_energy_ev=0.521 mol_weight_g_mol=235.06
C -0.07 -0.20 1.67
C -0.01 -0.41 0.34
C -0.55 -1.44 2.22
C -0.42 1.88 -1.42
C 1.09 1.77 -1.10
C 0.16 0.57 -1.36
C 0.20 -0.47 -2.44
N -0.83 -2.28 1.25
N -0.70 -1.67 3.52
O -0.49 -1.65 0.04
F 2.00 2.08 -2.13
Br 0.26 1.41 2.58
H -0.98 2.27 -0.59
H -0.66 2.31 -2.33
H 1.49 1.81 -0.05
H 1.07 -0.14 -3.15
H -0.81 -0.54 -3.00
H 0.45 -1.41 -2.09
H 0.02 -1.34 4.28
H -1.22 -2.54 3.77

# 9
16
Properties=species:S:1:pos:R:3 method="wB97M-V/def2-TZVPD" homo_ev=-9.087 e_above_lowest_kj_mol=59.9 e_tot_ev=-6826.6243 lumo_energy_ev=0.882 mol_weight_g_mol=77.13 smiles=CN(C)C.O
C -1.45 0.34 0.13
N -0.06 -0.03 -0.11
C 0.12 -1.46 -0.03
C 0.44 0.51 -1.36
H -1.71 0.01 1.14
H -2.12 -0.17 -0.57
H -1.51 1.43 0.12
H 1.17 -1.72 -0.14
H -0.18 -1.82 0.95
H -0.44 -2.03 -0.78
H 1.54 0.51 -1.33
H 0.10 1.53 -1.47
H 0.17 -0.13 -2.21
H 0.97 0.49 1.38
H 1.54 1.75 2.09
O 1.43 0.79 2.19

# 10
18
Properties=species:S:1:pos:R:3 method="wB97M-V/def2-TZVPD" homo_ev=-4.121 e_above_lowest_kj_mol=1653.5 e_tot_ev=-161939.8250 lumo_energy_ev=2.158 mol_weight_g_mol=469.57 charge=-1
Cs -1.43 0.19 -0.10
N -2.18 -1.35 -2.01
O -2.77 -0.96 -1.09
O -1.06 -1.84 -1.75
O -2.66 -1.46 -3.16
B 0.23 -1.90 0.76
F 0.14 -0.49 0.83
F -0.79 -2.37 -0.20
F 1.47 -1.91 0.16
F 0.29 -2.48 2.01
Br 3.42 1.66 1.24
C 1.74 2.12 0.19
C 0.47 1.49 0.87
Br -0.95 2.77 0.84
H 1.83 1.73 -0.83
H 1.59 3.19 0.14
H 0.54 0.97 1.82
H 0.14 0.65 0.27

# 11
43
Properties=species:S:1:pos:R:3 method="wB97M-V/def2-TZVPD" s_squared=0.756 homo_ev="-11.325 / -11.324" e_above_lowest_kj_mol=17.7 e_tot_ev=-86677.8091 multiplicity=2 lumo_energy_ev="-2.915 / -2.715" mol_weight_g_mol=472.13 charge=+1
Co -1.42 0.08 0.51
N 2.19 1.57 1.30
C 2.59 1.25 0.01
C 3.67 1.64 -0.77
C 3.74 1.11 -2.04
C 2.76 0.23 -2.53
C 1.68 -0.14 -1.76
C 1.60 0.37 -0.47
N 0.65 0.18 0.52
C 1.03 0.93 1.54
C 0.20 1.00 2.72
C 0.41 1.58 3.94
S -0.97 1.36 4.93
C -1.74 0.51 3.66
N -1.03 0.40 2.59
H 2.63 2.25 1.89
H 4.41 2.33 -0.41
H 4.56 1.40 -2.68
H 2.85 -0.14 -3.54
H 0.88 -0.76 -2.16
H 1.27 2.11 4.29
H -2.74 0.10 3.76
F -1.16 1.16 -1.37
B -1.04 2.49 -0.79
F 0.21 2.99 -1.00
F -1.22 2.16 0.62
F -2.07 3.28 -1.23
N 0.60 -5.81 -0.84
C 0.44 -4.48 -0.76
N 1.42 -3.68 -1.20
N -0.69 -4.04 -0.24
C -1.07 -2.83 -0.07
N -1.56 -1.80 0.14
H 1.39 -6.22 -1.29
H -0.16 -6.40 -0.53
H 2.28 -4.05 -1.56
H 1.34 -2.68 -1.09
C -4.96 2.04 -0.94
C -4.06 1.22 -0.18
N -3.35 0.57 0.44
H -5.52 2.70 -0.28
H -5.66 1.40 -1.50
H -4.37 2.64 -1.64

# 12
55
Properties=species:S:1:pos:R:3 method="wB97M-V/def2-TZVPD" homo_ev=-8.302 e_tot_ev=-28205.3918 lumo_energy_ev=0.754 mol_weight_g_mol=324.47 smiles="O=C(CCN1CCCCC1)NCNC(=O)CCN1CCCCC1"
O -3.93 0.64 -0.09
C -3.15 1.31 -0.74
N -2.05 0.80 -1.34
H -1.33 1.49 -1.56
C -1.64 -0.56 -1.08
N -1.05 -0.72 0.23
C 0.27 -0.50 0.45
O 1.04 -0.29 -0.47
C 0.71 -0.56 1.89
H -0.11 -0.87 2.54
C 1.93 -1.49 2.08
N 1.69 -2.91 1.98
C 0.82 -3.46 3.00
C 0.99 -4.98 3.04
C 0.65 -5.57 1.67
C 1.51 -4.90 0.61
C 1.33 -3.39 0.66
H 1.97 -2.90 -0.07
H 0.28 -3.14 0.41
H 2.56 -5.13 0.79
H 1.25 -5.26 -0.39
H 0.81 -6.65 1.67
H -0.41 -5.39 1.45
H 2.02 -5.21 3.28
H 0.34 -5.40 3.81
H 1.10 -3.03 3.96
H -0.24 -3.23 2.81
H 2.36 -1.30 3.06
H 2.67 -1.23 1.32
H 1.02 0.45 2.18
H -1.70 -0.73 1.01
H -2.52 -1.20 -1.15
H -0.88 -0.85 -1.82
C -3.33 2.79 -1.00
H -4.23 3.13 -0.48
C -2.13 3.61 -0.50
N -0.91 3.27 -1.21
C -0.79 3.95 -2.49
C 0.37 3.37 -3.29
C 1.67 3.53 -2.52
C 1.51 2.89 -1.14
C 0.30 3.48 -0.42
H 0.17 2.98 0.54
H 0.46 4.55 -0.23
H 1.38 1.82 -1.24
H 2.40 3.07 -0.54
H 2.49 3.07 -3.06
H 1.89 4.60 -2.40
H 0.18 2.31 -3.47
H 0.43 3.87 -4.26
H -1.73 3.82 -3.05
H -0.64 5.04 -2.35
H -1.98 3.39 0.56
H -2.36 4.68 -0.59
H -3.47 2.94 -2.07